# 1
The following is a DFT calculation (ωB97M-V/def2-TZVPD) of a molecular structure, F6KN3NaO12S6 in a non-equilibrium geometry.

As for the energy above the lowest of the compared OMol25 structures with the same formula, charge and spin: 0.00 kJ/mol. As for the gap between HOMO and LUMO: 8.132 eV. Its total charge is -1. For the HOMO energy, the calculation gives -7.201 eV.

Last column: Löwdin charge in e.
Atoms and positions in Å:
Na 0.245 -0.002 -0.411  0.31
K 1.018 -2.712 0.482  0.92
N 0.569 2.288 0.057  -0.30
S 1.773 2.303 1.191  0.52
O 1.359 2.484 2.518  -0.24
O 2.976 2.827 0.682  -0.24
F 2.077 0.683 1.161  -0.24
S -0.143 3.716 0.357  0.48
O 0.761 4.789 0.073  -0.28
O -0.975 3.822 1.501  -0.25
F -1.129 3.700 -0.881  -0.17
N -0.636 -1.027 1.577  -0.41
S -0.417 -0.777 3.223  0.50
O -0.849 -1.829 4.069  -0.25
O -0.677 0.559 3.580  -0.21
F 1.160 -0.983 3.212  -0.19
S -2.124 -0.442 1.465  0.50
O -2.204 0.906 1.035  -0.23
O -3.083 -1.014 2.337  -0.23
F -2.403 -1.143 0.005  -0.22
N 0.237 -1.669 -2.097  -0.37
S 1.194 -1.063 -3.293  0.50
O 1.662 0.217 -2.900  -0.23
O 0.824 -1.264 -4.621  -0.21
F 2.405 -2.064 -3.061  -0.18
S -0.639 -2.758 -2.835  0.46
O 0.084 -3.878 -3.336  -0.26
O -1.749 -2.338 -3.596  -0.23
F -1.317 -3.334 -1.495  -0.21

***

# 2
The following is a DFT calculation (ωB97M-V/def2-TZVPD) of a molecular structure, F8KN4Na5O16S8 in a non-equilibrium geometry.

The spin multiplicity is 2. As for the gap between HOMO and LUMO (spin up / spin down): 4.393 / 4.995 eV. Its total charge is +1. For the HOMO energy (spin up / spin down), the calculation gives -9.839 / -10.482 eV.

Last column: Löwdin charge in e.
Atoms and positions in Å:
Na -2.984 -1.713 -3.513  0.60
Na -3.878 -3.584 -1.226  0.50
Na -1.402 2.825 0.025  0.71
Na 0.554 2.032 -2.274  0.50
Na -6.652 -2.118 0.443  0.74
K 2.246 -3.205 0.823  0.95
N -0.134 -1.231 5.915  -0.24
S -1.198 -1.004 4.884  0.42
O -1.768 -2.270 4.465  -0.32
O -1.201 0.188 4.019  -0.31
F -2.267 -0.582 6.006  -0.21
S 1.197 -1.286 4.819  0.62
O 2.050 -0.077 4.867  -0.29
O 1.092 -1.905 3.498  -0.36
F 2.079 -2.251 5.727  -0.19
N 0.830 2.348 0.064  -0.36
S 1.199 1.575 1.328  0.44
O 1.174 2.262 2.596  -0.20
O 2.139 0.489 1.243  -0.24
F -0.244 0.803 1.351  -0.23
S 2.154 3.429 0.310  0.62
O 3.480 2.831 0.397  -0.20
O 1.782 4.621 1.019  -0.23
F 1.980 4.014 -1.174  -0.20
N 1.530 1.526 -4.415  -0.28
S 2.516 0.392 -4.225  0.47
O 3.613 0.275 -5.171  -0.23
O 2.026 -0.791 -3.472  -0.31
F 3.355 1.095 -3.023  -0.20
S 0.421 0.574 -5.272  0.62
O -0.739 0.019 -4.589  -0.33
O 0.800 -0.123 -6.534  -0.25
F -0.324 1.842 -5.937  -0.20
N -2.272 -1.711 -1.168  -0.34
S -0.763 -1.401 -0.960  0.50
O -0.039 -1.897 0.190  -0.33
O -0.169 -0.168 -1.592  -0.29
F -0.346 -2.522 -2.055  -0.19
S -2.626 -0.936 0.341  0.61
O -2.701 0.530 0.297  -0.27
O -2.315 -1.563 1.640  -0.20
F -4.194 -1.332 0.332  -0.28

***

# 3
The following is a DFT calculation (ωB97M-V/def2-TZVPD) of 9 unconnected molecules or ions with the total composition FH16O8 in a non-equilibrium geometry.

As for the energy above the lowest of the compared OMol25 structures with the same formula, charge and spin: 0.00 kJ/mol. As for the gap between HOMO and LUMO: 10.882 eV. Its total charge is -1. For the HOMO energy, the calculation gives -7.425 eV.

Last column: Löwdin charge in e.
Atoms and positions in Å:
F 0.286 0.519 1.141  -0.45
O -0.600 -1.721 1.948  -0.09
H -1.299 -1.531 2.547  0.01
H -0.220 -0.796 1.750  0.01
O 1.684 2.653 0.462  -0.09
H 0.965 3.224 0.251  0.02
H 1.238 1.828 0.826  0.01
O -2.971 -1.102 -0.219  -0.08
H -2.856 -0.897 -1.163  0.04
H -2.213 -1.586 0.183  0.03
O 2.478 -0.870 0.431  -0.12
H 1.727 -0.237 0.790  0.05
H 2.746 -0.408 -0.374  0.03
O -0.575 0.035 -1.567  -0.08
H -0.289 0.575 -0.811  0.01
H -0.236 -0.846 -1.353  -0.01
O 1.887 1.449 -2.419  -0.12
H 1.928 1.993 -1.551  0.04
H 1.022 1.007 -2.388  -0.01
O 0.379 -2.484 -0.811  -0.08
H 1.231 -2.085 -0.471  0.04
H -0.146 -2.458 -0.014  -0.01
O -2.270 1.575 1.070  -0.11
H -2.625 0.793 0.683  -0.04
H -1.271 1.368 1.060  0.02

***

# 4
The following is a DFT calculation (ωB97M-V/def2-TZVPD) of 9 unconnected molecules or ions with the total composition FH16O8 in a non-equilibrium geometry.

As for the energy above the lowest of the compared OMol25 structures with the same formula, charge and spin: 159.00 kJ/mol. As for the gap between HOMO and LUMO: 10.138 eV. Its total charge is -1. For the HOMO energy, the calculation gives -6.836 eV.

Last column: Löwdin charge in e.
Atoms and positions in Å:
F -0.004 -0.234 0.002  -0.46
O 0.204 2.959 1.407  -0.07
H 0.841 2.260 1.294  -0.02
H -0.295 2.534 0.722  -0.03
O -0.686 2.104 -1.228  -0.07
H -1.521 1.720 -1.568  0.06
H -0.208 1.331 -0.950  -0.05
O 1.512 -2.231 -1.020  -0.04
H 1.085 -3.025 -1.207  -0.01
H 0.863 -1.654 -0.634  -0.04
O 0.210 0.071 2.575  -0.08
H 0.317 -0.117 1.629  -0.03
H -0.751 -0.059 2.706  0.04
O -0.091 -2.515 1.330  -0.04
H -0.276 -1.731 0.849  -0.06
H -0.668 -3.135 0.883  0.04
O -2.522 -0.304 0.039  -0.08
H -2.648 0.377 0.721  0.04
H -1.597 -0.589 0.002  -0.03
O -0.054 -0.227 -2.843  -0.07
H -0.517 -0.439 -2.025  0.00
H 0.672 0.375 -2.621  0.04
O 2.025 1.199 -0.219  -0.07
H 1.365 0.452 -0.182  -0.01
H 2.735 0.869 0.327  0.04

***

# 5
The following is a DFT calculation (ωB97M-V/def2-TZVPD) of 11 unconnected molecules or ions with the total composition FH20O10 in a non-equilibrium geometry.

As for the energy above the lowest of the compared OMol25 structures with the same formula, charge and spin: 49.36 kJ/mol. As for the gap between HOMO and LUMO: 10.046 eV. Its total charge is -1. For the HOMO energy, the calculation gives -7.157 eV.

Last column: Löwdin charge in e.
Atoms and positions in Å:
F 0.424 -0.100 0.061  -0.44
O 0.457 -1.781 -2.800  -0.06
H 0.978 -1.822 -1.997  -0.02
H -0.464 -1.655 -2.545  0.02
O 2.484 -1.699 -0.486  -0.01
H 2.597 -1.820 0.436  0.03
H 1.961 -0.941 -0.375  -0.05
O 1.778 1.503 -1.786  -0.06
H 1.162 0.821 -1.520  -0.03
H 2.712 1.256 -1.538  0.07
O -1.456 0.363 1.996  -0.03
H -0.662 0.444 1.462  0.02
H -1.175 0.797 2.747  0.03
O -1.014 -2.280 0.134  -0.06
H -1.801 -2.087 0.698  0.05
H -0.432 -1.534 0.161  -0.05
O -3.116 0.035 -0.048  -0.07
H -3.482 0.905 0.220  0.08
H -2.511 -0.227 0.661  -0.01
O 2.254 1.270 1.280  -0.05
H 2.332 2.037 0.736  0.01
H 1.726 0.715 0.717  -0.06
O 0.666 -1.207 2.594  -0.04
H 0.733 -0.866 1.732  -0.06
H -0.238 -1.140 2.917  0.03
O -1.192 0.682 -1.789  -0.08
H -1.990 0.434 -1.316  -0.02
H -0.455 0.454 -1.198  -0.04
O -0.620 2.860 -0.271  -0.01
H -1.372 2.592 -0.706  -0.03
H -0.278 2.004 -0.180  -0.05

***

# 6
The following is a DFT calculation (ωB97M-V/def2-TZVPD) of 2 unconnected molecules or ions with the total composition FH2IP2 in a non-equilibrium geometry.

As for the energy above the lowest of the compared OMol25 structures with the same formula, charge and spin: 113.89 kJ/mol. The spin multiplicity is 3. As for the gap between HOMO and LUMO (spin up / spin down): 8.031 / 6.885 eV. For the HOMO energy (spin up / spin down), the calculation gives -8.539 / -9.224 eV.

Last column: Löwdin charge in e.
Atoms and positions in Å:
F 1.203 1.810 0.304  -0.49
P 0.045 1.005 -0.472  0.43
P -0.736 -0.157 1.342  -0.01
I -2.491 -1.128 -0.073  0.15
H 1.039 0.363 -1.172  -0.13
H 0.940 -1.894 0.070  0.04

***

# 7
The following is a DFT calculation (ωB97M-V/def2-TZVPD) of 2 unconnected molecules or ions with the total composition FH2NS in a non-equilibrium geometry.

As for the energy above the lowest of the compared OMol25 structures with the same formula, charge and spin: 285.02 kJ/mol. As for the gap between HOMO and LUMO (spin up / spin down): 8.630 / 8.598 eV. For the HOMO energy (spin up / spin down), the calculation gives -9.733 / -9.742 eV.

Last column: Löwdin charge in e.
Atoms and positions in Å:
N 0.601 -1.114 -0.116  -0.57
F 1.484 -0.804 0.941  -0.23
S 0.658 -0.147 -1.447  0.69
H -0.792 -1.097 0.880  0.25
H 0.432 1.135 -1.051  -0.14

***

# 8
The following is a DFT calculation (ωB97M-V/def2-TZVPD) of a molecular structure, FH2PS in a non-equilibrium geometry.

As for the energy above the lowest of the compared OMol25 structures with the same formula, charge and spin: 339.57 kJ/mol. As for the gap between HOMO and LUMO: 7.431 eV. For the HOMO energy, the calculation gives -9.203 eV.

Last column: Löwdin charge in e.
Atoms and positions in Å:
F 2.673 0.362 0.812  -0.69
P 0.173 -0.701 -0.406  0.68
S 2.932 -0.302 -0.627  0.48
H -0.193 0.494 0.022  -0.24
H 0.525 -0.962 0.855  -0.23

***

What did the fourth record say?
The following is a DFT calculation (ωB97M-V/def2-TZVPD) of 9 unconnected molecules or ions with the total composition FH16O8 in a non-equilibrium geometry.

As for the energy above the lowest of the compared OMol25 structures with the same formula, charge and spin: 159.00 kJ/mol. As for the gap between HOMO and LUMO: 10.138 eV. Its total charge is -1. For the HOMO energy, the calculation gives -6.836 eV.

Last column: Löwdin charge in e.
Atoms and positions in Å:
F -0.004 -0.234 0.002  -0.46
O 0.204 2.959 1.407  -0.07
H 0.841 2.260 1.294  -0.02
H -0.295 2.534 0.722  -0.03
O -0.686 2.104 -1.228  -0.07
H -1.521 1.720 -1.568  0.06
H -0.208 1.331 -0.950  -0.05
O 1.512 -2.231 -1.020  -0.04
H 1.085 -3.025 -1.207  -0.01
H 0.863 -1.654 -0.634  -0.04
O 0.210 0.071 2.575  -0.08
H 0.317 -0.117 1.629  -0.03
H -0.751 -0.059 2.706  0.04
O -0.091 -2.515 1.330  -0.04
H -0.276 -1.731 0.849  -0.06
H -0.668 -3.135 0.883  0.04
O -2.522 -0.304 0.039  -0.08
H -2.648 0.377 0.721  0.04
H -1.597 -0.589 0.002  -0.03
O -0.054 -0.227 -2.843  -0.07
H -0.517 -0.439 -2.025  0.00
H 0.672 0.375 -2.621  0.04
O 2.025 1.199 -0.219  -0.07
H 1.365 0.452 -0.182  -0.01
H 2.735 0.869 0.327  0.04